# 1
Formula: C56H126F8N11O16S8
Source: OMol25
Level of theory: ωB97M-V/def2-TZVPD

Each line ends with the Mulliken charge.
Atoms and positions in Å:
C1 6.454034 2.849526 3.011744  -1.3523
C2 6.060898 1.539027 2.329217  -0.0258
C3 4.917242 1.770511 1.237566  -0.8932
N1 4.490013 0.539582 0.404575  0.7614
C4 3.836314 -0.441214 1.338623  -1.0073
C5 3.478624 1.084419 -0.590677  -0.3056
C6 3.516906 -0.036365 -1.668860  0.0557
C7 4.980162 -0.443991 -1.732744  -0.2937
C8 5.650128 -0.070795 -0.408201  -0.6141
H1 5.612744 3.313134 3.526903  0.1054
H2 6.896513 3.599386 2.355987  0.4308
H3 7.243458 2.722048 3.752457  0.4078
H4 5.557107 1.011541 3.139193  0.1798
H5 6.986996 1.042399 2.039750  0.3676
H6 5.260787 2.553206 0.561205  0.6655
H7 4.061206 2.241984 1.720279  0.2992
H8 4.639136 -0.664635 2.041237  0.6660
H9 3.583277 -1.336299 0.770384  0.4399
H10 2.960577 -0.000093 1.814658  -0.1683
H11 2.487381 1.144630 -0.141326  -0.1746
H12 3.714979 2.089032 -0.941388  0.5328
H13 2.719311 -0.773720 -1.578051  -0.5873
H14 3.190205 0.513162 -2.551687  0.3078
H15 5.095510 -1.485643 -2.032373  -0.0491
H16 5.540859 0.085863 -2.502781  0.4100
H17 6.024898 -0.955481 0.106571  0.3310
H18 6.431771 0.683587 -0.497897  0.4625
C9 3.313134 -4.567241 -1.522153  -0.8407
C10 4.281927 -4.859326 -2.671167  -0.0866
C11 5.675478 -5.330612 -2.166824  -0.8671
N2 6.651424 -5.743525 -3.309851  0.4707
C12 6.782493 -4.536683 -4.270728  -1.1862
C13 6.302017 -7.024986 -3.988258  -0.6965
C14 7.037844 -8.019817 -3.187428  -0.5076
C15 8.410877 -7.417691 -2.936330  -0.6124
C16 8.082127 -5.994478 -2.672089  -0.5134
H19 3.740010 -4.468698 -0.524072  0.5373
H20 2.579661 -5.362671 -1.390205  0.3568
H21 2.874361 -3.651691 -1.918810  -0.2465
H22 4.354238 -4.090557 -3.440505  0.4428
H23 3.949589 -5.700217 -3.279891  0.0634
H24 5.574228 -6.289164 -1.657881  0.1751
H25 6.178482 -4.530777 -1.623368  0.5196
H26 5.896946 -4.474319 -4.903198  0.4437
H27 7.715721 -4.656984 -4.820923  0.4621
H28 6.866313 -3.539540 -3.838539  0.3950
H29 6.813984 -6.987965 -4.949827  0.4477
H30 5.230335 -7.022103 -4.187240  0.2822
H31 7.075780 -9.006853 -3.648321  0.4627
H32 6.687741 -8.127026 -2.160766  0.2335
H33 8.964028 -7.510831 -3.870923  0.3192
H34 8.968497 -8.021899 -2.220726  0.3653
H35 8.797335 -5.290646 -3.097762  0.3527
H36 8.104363 -5.848022 -1.592210  0.2644
C17 -7.229767 -0.115275 5.946711  -1.4013
C18 -6.876416 1.288703 5.362680  0.0125
C19 -6.868874 1.295120 3.837955  -0.8348
N3 -6.219047 2.533235 3.123374  0.4890
C20 -7.063711 3.815465 3.501238  -0.8998
C21 -6.254661 2.304249 1.570568  -0.9105
C22 -4.901273 1.551577 1.284902  0.3745
C23 -4.063182 1.640825 2.504793  1.5367
C24 -4.717948 2.719359 3.385825  -1.1286
H37 -6.971837 -0.246177 6.997640  0.3819
H38 -6.587167 -0.816008 5.413663  0.3337
H39 -8.192914 -0.546610 5.673957  0.3814
H40 -5.862344 1.497526 5.703484  0.1131
H41 -7.534625 2.031438 5.813464  0.3829
H42 -7.860641 1.250542 3.387935  0.5303
H43 -6.364436 0.419923 3.428472  0.3016
H44 -6.897336 4.009419 4.560851  0.3787
H45 -8.085086 3.490263 3.303410  0.3779
H46 -6.738876 4.651041 2.881242  0.3429
H47 -6.246847 3.250695 1.029937  0.2092
H48 -7.143290 1.719871 1.331983  0.3854
H49 -4.535991 2.049117 0.386499  -0.1130
H50 -5.201039 0.579673 0.892941  -0.0532
H51 -3.067184 1.931816 2.171023  -0.6443
H52 -3.922280 0.617810 2.853626  -0.1888
H53 -4.411084 3.708599 3.046195  -0.1072
H54 -4.602056 2.657884 4.467897  0.4419
C25 2.443138 6.306540 0.150838  -1.4449
C26 1.695409 6.443683 1.505428  -0.3777
C27 0.494229 5.442943 1.578381  -0.4537
N4 -0.709547 5.961264 2.454327  0.8153
C28 -1.304784 7.200592 1.800913  -1.2470
C29 -1.773002 4.912656 2.665266  -0.3448
C30 -1.464983 4.241944 3.992528  1.3233
C31 -0.844842 5.217529 4.890606  -0.6768
C32 -0.264062 6.279299 3.866836  -0.7247
H55 2.551319 5.239121 -0.041558  0.1969
H56 3.431144 6.759882 0.070702  0.4310
H57 1.920725 6.665820 -0.735794  0.3887
H58 1.498654 7.509603 1.620240  0.3881
H59 2.427770 6.258858 2.291297  0.3975
H60 0.765047 4.444368 1.921314  0.3572
H61 0.036144 5.325567 0.596306  0.2430
H62 -0.618428 8.047223 1.816025  0.4643
H63 -2.169190 7.393441 2.436284  0.5961
H64 -1.636463 6.995066 0.783143  0.2101
H65 -2.807653 5.252209 2.617414  0.0523
H66 -1.684111 4.213420 1.833835  -0.2549
H67 -2.367973 3.858826 4.467850  0.2276
H68 -0.816426 3.372339 3.886398  -0.9431
H69 -1.552148 5.789683 5.490987  0.3561
H70 -0.033676 4.746125 5.445481  0.1969
H71 -0.606034 7.304188 4.010891  0.3552
H72 0.819349 6.388633 3.818173  0.3624
C33 -1.493285 0.604167 5.920577  -1.2655
C34 -1.748623 -0.567028 4.946649  0.9083
C35 -0.369978 -1.143195 4.442369  -0.8598
N5 -0.384472 -2.384785 3.464792  0.5994
C36 -1.460412 -2.351431 2.312594  -1.1488
C37 -0.703072 -3.730996 4.232472  -0.7846
C38 0.106163 -4.837590 3.333358  -0.4781
C39 1.115368 -4.077244 2.455458  -0.5609
C40 0.978512 -2.609959 2.851766  0.0780
H73 -0.967101 1.386058 5.372957  0.0529
H74 -0.827484 0.460206 6.771505  0.4542
H75 -2.376965 1.146252 6.257247  0.3693
H76 -2.405611 -0.315798 4.113982  -0.6010
H77 -2.179800 -1.269001 5.660394  0.3480
H78 0.191643 -1.404488 5.339267  0.5537
H79 0.166391 -0.416675 3.831979  0.1797
H80 -1.377140 -1.354291 1.880288  -0.0201
H81 -2.445274 -2.481723 2.761124  0.6089
H82 -1.261903 -3.189133 1.644058  0.4566
H83 -1.756101 -3.974804 4.373181  0.4449
H84 -0.308991 -3.490008 5.219755  0.4610
H85 -0.672766 -5.282872 2.714413  -0.0224
H86 0.442490 -5.621957 4.011419  0.4608
H87 0.968036 -4.352914 1.411238  0.0837
H88 2.152450 -4.343376 2.659750  0.5955
H89 1.179225 -1.854351 2.092239  -0.6125
H90 1.639809 -2.473151 3.707378  0.7527
C41 -5.428869 -1.182927 -1.710298  -1.6839
C42 -4.405114 -2.346510 -1.547464  1.1390
C43 -5.044735 -3.678502 -1.447726  -0.8500
N6 -4.019850 -4.807402 -1.410835  0.3845
C44 -3.544194 -4.968571 -2.883877  -0.8410
C45 -2.846136 -4.728595 -0.415219  0.1489
C46 -2.583090 -6.138390 0.197759  -0.5239
C47 -3.594428 -7.028390 -0.505518  -0.9623
C48 -4.680857 -6.076033 -0.861351  -0.5502
H91 -6.083032 -1.361191 -2.563764  0.4734
H92 -4.896969 -0.279443 -2.008439  0.3886
H93 -6.078745 -0.900830 -0.881940  0.3362
H94 -3.803899 -2.187924 -0.652203  -0.4036
H95 -3.705498 -2.253033 -2.378067  0.0033
H96 -5.883877 -3.831972 -2.126245  0.4026
H97 -5.338157 -3.791004 -0.404001  0.3803
H98 -4.459927 -5.066126 -3.466984  0.2701
H99 -2.993585 -5.895088 -3.046705  0.4371
H100 -2.935914 -4.068057 -2.968519  0.2084
H101 -2.064001 -4.193098 -0.953377  -0.0120
H102 -3.287790 -4.142428 0.390659  0.0631
H103 -1.537750 -6.385974 0.013174  0.3083
H104 -2.641036 -5.929662 1.266015  0.4090
H105 -3.231117 -7.383568 -1.469865  0.2662
H106 -3.865431 -7.840101 0.169598  0.5165
H107 -5.265360 -6.574826 -1.634438  0.4057
H108 -5.116882 -5.783372 0.093808  0.3654
C49 0.873650 4.772103 -9.054377  -1.2376
C50 0.919120 3.744485 -7.908431  -0.4290
C51 -0.397023 3.602322 -7.097865  -0.3689
N7 -0.466283 2.352451 -6.206840  0.2787
C52 -0.542714 1.015016 -6.941521  -0.8934
C53 -1.601469 2.501224 -5.142681  -1.2068
C54 -1.084426 3.275604 -3.940951  0.7849
C55 0.413898 3.286623 -4.072917  0.2160
C56 0.741667 2.270855 -5.252927  -0.9158
H109 0.691805 4.338396 -10.037709  0.3384
H110 1.808585 5.325677 -8.967504  0.3162
H111 0.033675 5.458203 -8.945745  0.3630
H112 1.797946 3.918713 -7.287620  0.3894
H113 1.203416 2.798827 -8.369965  0.2404
H114 -1.355742 3.555789 -7.614396  0.3627
H115 -0.401971 4.315530 -6.273605  0.3467
H116 0.307503 1.023762 -7.623542  0.3327
H117 -1.540631 1.006342 -7.379919  0.3432
H118 -0.500146 0.195295 -6.224336  0.3581
H119 -1.711201 1.485232 -4.763438  0.3451
H120 -2.495106 2.727442 -5.724351  0.5172
H121 -1.461101 2.676052 -3.112257  -0.5025
H122 -1.571838 4.248519 -3.877992  0.2304
H123 0.884668 2.795744 -3.221146  -0.2659
H124 0.819978 4.291523 -4.188515  0.4330
H125 0.890074 1.360822 -4.671631  0.3070
H126 1.634145 2.498728 -5.835738  0.2664
N8 -0.428906 -4.805185 -5.039564  -0.5049
S1 0.036385 -6.273569 -4.286105  0.9377
O1 -0.868720 -6.663043 -3.173063  -0.5577
O2 1.464337 -6.548342 -4.153061  -0.4844
F1 -0.440177 -7.320820 -5.454143  -0.3009
S2 0.216721 -3.868183 -4.044020  0.9193
O3 1.641782 -3.606844 -4.147413  -0.4962
O4 -0.343773 -3.855935 -2.709868  -0.0603
F2 -0.423109 -2.477151 -4.665883  -0.3971
N9 -3.642348 4.984042 0.265249  0.3229
S3 -3.643453 4.786360 -1.194182  0.7609
O5 -3.113422 5.809618 -2.063740  -0.6429
O6 -4.690706 3.897719 -1.695086  -0.6819
F3 -2.386131 3.708508 -1.058928  -0.1395
S4 -4.646716 6.328596 0.138502  1.0924
O7 -5.977103 6.250572 -0.390641  -0.6229
O8 -3.979240 7.601604 -0.007352  -0.6251
F4 -4.872511 6.329868 1.656347  -0.2560
N10 0.475464 -0.358519 0.244019  0.8443
S5 -0.134023 -0.907302 -0.994138  -0.6960
O9 0.159647 -0.346877 -2.313712  -0.4502
O10 -1.456441 -1.582222 -0.712573  0.1648
F5 0.941181 -2.098399 -0.997045  -0.1884
S6 -0.442485 1.090124 0.157193  -0.3912
O11 -1.897028 0.965445 0.330630  0.0888
O12 0.057638 2.044075 -0.814262  -0.0089
F6 0.086667 1.649904 1.528017  -0.3859
N11 3.761480 1.395111 5.130727  -0.0606
S7 4.484754 2.248608 6.211157  1.0373
O13 4.081173 1.885884 7.607979  -0.2990
O14 5.140897 3.515920 5.924142  -0.3880
F7 5.848109 1.373451 6.189216  -0.2772
S8 2.623090 2.727186 4.912748  1.0113
O15 2.924795 3.650583 3.806637  -0.4039
O16 1.884995 3.233460 6.048690  -0.5438
F8 1.492170 1.786199 4.174312  0.0246

Atoms 1-2, force components in eV/Å:
0.2377 0.7382 -0.1558
-1.5055 0.5945 0.2002

Values from the calculation:
- gap between HOMO and LUMO (alpha / beta) (eV) = 6.66 / 2.72
- maximum force (eV/A) = 10.7
- net charge = +4
- multiplicity = 2
- DFT total energy (a.u.) = -7998.14572


# 2
Formula: C4H9N
Source: OMol25
Level of theory: ωB97M-V/def2-TZVPD

Each line ends with the Mulliken charge.
Atoms and positions in Å:
C1 2.021559 -0.071457 -0.477093  -0.8749
N1 0.763563 -0.456795 0.173230  -0.3168
C2 0.341979 0.475048 1.257167  -0.3641
C3 0.868876 -0.620410 1.647826  -0.1225
H1 2.700373 0.479910 0.192147  0.3368
H2 2.527807 -0.974495 -0.835483  0.2822
H3 1.791490 0.556893 -1.344981  0.2977
H4 -0.176676 1.415140 1.345976  0.3502
H5 1.163150 -1.382792 2.349480  0.3495
C4 -2.399209 0.113354 -0.858339  -0.8302
H6 -3.192663 -0.235737 -0.192061  0.2507
H7 -2.309376 1.200752 -0.773134  0.2060
H8 -2.654253 -0.142528 -1.890013  0.2741
H9 -1.446617 -0.356879 -0.594722  0.1614

Atoms 1-2, force components in eV/Å:
0.1061 0.0079 -0.0992
0.1280 -0.0327 -0.1206

Values from the calculation:
- gap between HOMO and LUMO (eV) = 9.52
- relative energy (zero: lowest compared OMol25 entry of this formula, charge and spin) (kJ/mol) = 359.67
- maximum force (eV/A) = 0.2
- multiplicity = 1
- DFT total energy (a.u.) = -212.41418
- SMILES = CN1C=C1.C


# 3
Formula: C26H29B3O3
Source: OMol25
Level of theory: ωB97M-V/def2-TZVPD

Each line ends with the Mulliken charge.
Atoms and positions in Å:
B1 -3.473802 -0.825326 -4.321150  0.6829
O1 -3.405020 -0.407678 -5.717304  -0.5278
B2 -2.221116 -1.002071 -6.297073  0.5909
O2 -1.703596 -2.319604 -5.916468  -0.4586
B3 -1.986539 -2.580985 -4.528491  0.3425
C1 -0.980404 -3.251519 -3.451622  -0.5356
C2 0.513951 -2.701041 -3.659578  -0.7468
C3 0.685807 -1.174155 -3.216606  0.5952
C4 0.948623 -0.143738 -4.347393  -0.3637
C5 1.113170 1.364213 -4.068796  -0.5835
C6 1.039679 1.864791 -2.598490  -0.5175
C7 0.813799 0.850176 -1.429311  -0.5501
C8 0.631587 -0.645640 -1.764388  -0.2669
O3 -3.329640 -2.241287 -4.051966  -0.4627
H1 -3.621735 -0.083797 -3.419126  -0.0965
H2 -1.596867 -0.408711 -7.123546  -0.1056
H3 -1.277655 -3.088581 -2.362844  0.2460
H4 -0.940343 -4.387320 -3.661822  0.3018
H5 1.235752 -3.330341 -3.028846  0.3679
H6 0.845148 -2.807548 -4.755369  0.3209
H7 1.022452 -0.526372 -5.419637  0.2895
H8 1.312105 2.134418 -4.878378  0.3271
H9 1.152690 2.985264 -2.361786  0.3143
H10 0.801956 1.267288 -0.365726  0.5124
H11 0.471939 -1.370627 -0.894529  0.3222
C9 4.436400 1.101977 3.556477  -0.3081
C10 3.701788 -0.022114 3.920985  -0.2956
C11 2.883565 -0.651969 2.988531  -0.6004
C12 2.796250 -0.155040 1.691478  0.0129
C13 3.523917 0.974766 1.329329  -0.4471
C14 4.345053 1.602289 2.260945  -0.4688
H12 5.079434 1.588888 4.281839  0.3460
H13 3.767710 -0.408392 4.932908  0.4062
H14 2.313615 -1.530449 3.272276  0.3624
H15 2.160331 -0.647423 0.963475  0.1792
H16 3.451565 1.366122 0.319487  0.4288
H17 4.914077 2.481526 1.977942  0.3738
C15 6.225869 2.959487 9.256617  -0.3811
C16 5.491365 1.835456 9.621122  -0.3475
C17 4.673187 1.205625 8.688640  -0.4789
C18 4.586018 1.702582 7.391658  -0.1397
C19 5.313514 2.832128 7.029720  -0.3200
C20 6.134564 3.459813 7.961205  -0.4532
H18 6.868773 3.446396 9.982019  0.3506
H19 5.557277 1.449361 10.633019  0.3542
H20 4.103164 0.327203 8.972297  0.3596
H21 3.950193 1.210233 6.663787  0.3094
H22 5.241195 3.223496 6.020101  0.3895
H23 6.703464 4.339104 7.678223  0.3579
C21 -7.292605 -1.478722 -2.109575  -0.6711
C22 -8.586249 -1.021335 -1.879580  -0.3374
C23 -9.318421 -0.451917 -2.916783  -0.4119
C24 -8.755013 -0.335868 -4.183977  -0.3632
C25 -7.457954 -0.784955 -4.411760  -0.4205
C26 -6.727235 -1.357722 -3.375441  -0.0838
H24 -6.724344 -1.928648 -1.302497  0.3645
H25 -9.024783 -1.109424 -0.890979  0.3558
H26 -10.328388 -0.098412 -2.737878  0.3528
H27 -9.326437 0.105627 -4.993314  0.3564
H28 -7.016081 -0.689271 -5.398448  0.3731
H29 -5.716721 -1.710221 -3.553607  0.4969

Atoms 1-2, force components in eV/Å:
-0.6188 -1.8793 -1.8090
2.6700 -1.5839 1.8385

Values from the calculation:
- gap between HOMO and LUMO (eV) = 9.26
- maximum force (eV/A) = 4.1
- multiplicity = 1
- DFT total energy (a.u.) = -1308.50291
- SMILES = B1OBOB(CCc2ccccc2)O1.c1ccccc1.c1ccccc1.c1ccccc1


DFT total energy of number 3 (C26H29B3O3)?
-1308.50291 a.u.